Density functional theory data (ωB97M-V/def2-TZVPD) for C39H34BClN5O5V as an isolated structure.

```
86
Properties=species:S:1:pos:R:3:lowdin_spin:R:1
V 1.40078 1.61377 1.03515 1.94
Cl 4.23915 0.58612 -3.93513 0.00
O 2.74192 1.97289 2.40886 0.02
O 0.09620 -0.22630 -1.26928 0.00
O 3.64980 1.45259 4.38756 0.08
O 0.98663 2.58171 -0.70513 0.01
O 1.25567 -1.54625 0.19536 0.00
N -1.16552 2.82364 0.06449 0.01
N 3.37594 1.25045 -0.13399 0.00
N 0.73704 0.36537 2.65833 0.20
N 0.40093 3.47051 3.84052 0.00
N -0.54652 2.62322 1.30156 0.00
C -1.30792 2.00474 4.67241 0.00
C -1.59448 3.32085 -4.91468 0.00
C -2.72711 -1.98144 3.07197 0.05
C -2.14441 -3.09049 -4.96396 0.00
C -0.69357 -3.43616 -2.90970 0.00
C -1.73366 -2.01866 4.04157 0.05
C -0.02154 -1.53110 -1.64988 0.00
C -1.44295 -4.10731 -4.06316 0.00
C 0.45584 -1.28639 4.94233 0.19
C 1.65363 0.36238 3.68737 0.20
C 0.18046 3.04996 -3.31607 0.00
C -0.71289 2.75856 3.66591 0.00
C -2.55135 -1.16003 1.96595 0.04
C 0.98055 3.42083 5.03708 0.00
C -1.31140 2.81848 2.30743 0.01
C -0.37871 -0.41499 2.79582 0.01
C -2.52409 3.26607 -3.88258 0.00
C -0.74603 2.99487 -2.28166 0.00
C 0.71583 -3.69377 -0.92233 0.00
C 5.66147 0.72091 -1.62556 0.00
C 0.01919 -4.22799 -2.00535 0.00
C 0.68110 -2.32774 -0.76268 0.00
C -0.45891 -4.90738 -4.92745 0.00
C 5.73148 0.91090 -0.25816 0.00
C 1.53975 -0.45601 4.80237 0.01
C -2.10299 3.10509 -2.57275 0.00
C 4.41586 0.80588 -2.22095 0.00
C -0.27116 2.78729 -0.88309 0.00
C -0.56571 -1.26006 3.93428 0.02
C 3.29671 1.06388 -1.45300 0.00
C -0.24128 3.21414 -4.62805 0.00
C -0.68627 1.95724 5.90775 0.00
C 0.47955 2.68187 6.09694 0.00
C -1.40697 -0.38731 1.83287 0.06
C -0.71135 -2.04943 -2.72344 0.00
C -2.76833 3.13225 2.16147 0.00
C 2.77018 1.30499 3.54297 0.05
C -2.50751 -5.05802 -3.49791 0.00
C 4.57105 1.17774 0.45372 0.01
B 0.87364 -0.21150 -0.07512 -0.01
H 0.34054 -1.93699 5.80094 0.01
H -2.88748 -2.51163 -4.41242 0.00
H 6.54108 0.51157 -2.21930 0.00
H -3.05305 -5.54497 -4.31118 0.00
H -1.85020 -2.65524 4.91321 0.00
H -2.05991 -5.83475 -2.87700 0.00
H -2.81168 3.05333 -1.75767 0.00
H 2.32461 -0.39466 5.54532 0.00
H 4.57516 1.35382 1.52107 0.00
H 6.67636 0.85532 0.26421 0.00
H -1.43359 -2.39494 -5.41399 0.00
H 1.23181 2.96138 -3.07806 0.00
H 0.30692 -4.25042 -5.34426 0.00
H -2.66029 -3.61379 -5.77226 0.00
H 2.31107 1.12731 -1.89427 0.00
H 0.03201 -5.30310 -2.13825 0.00
H -1.24457 -1.37852 -3.38221 0.00
H -1.09244 1.34164 6.70013 0.00
H -3.58174 3.34468 -4.10256 0.00
H -3.22218 -4.50948 -2.88158 0.00
H 1.90274 3.98054 5.14134 0.00
H -3.62063 -2.58455 3.17550 0.00
H 0.48852 3.25303 -5.42731 0.00
H -3.24506 2.39070 1.51976 0.00
H 1.01327 2.65566 7.03732 0.00
H -3.25325 3.16050 3.13496 0.00
H 0.04398 -5.68182 -4.34738 0.00
H -3.31072 -1.11695 1.19348 0.00
H 1.25342 -4.32686 -0.22882 0.00
H -1.30284 0.25580 0.96914 0.00
H -2.19793 1.42350 4.46634 0.00
H -0.98519 -5.39221 -5.75438 0.00
H -2.89082 4.09814 1.66794 0.00
H -1.92562 3.44313 -5.93873 0.00
```

Gap between HOMO and LUMO (spin up / spin down): 0.16268 / 0.27187 Ha
Total charge: -1
Multiplicity: 4



Density functional theory data (ωB97M-V/def2-TZVPD) for one molecule with the formula CH6ClNSi at a distorted geometry.

```
10
Properties=species:S:1:pos:R:3:mulliken_charge:R:1
Cl 1.66391 -1.58661 1.01754 -0.34
Si 0.30934 0.11782 0.56120 0.53
N -1.17225 -0.53439 1.12128 -0.44
C 0.44880 0.51458 -1.29428 -0.96
H 0.91243 -0.29656 -1.84885 0.28
H -0.53376 0.68799 -1.72566 0.31
H -1.34853 -1.52406 1.08635 0.24
H 1.04301 1.40592 -1.47125 0.30
H -2.02796 -0.00436 1.12387 0.21
H 0.70502 1.21967 1.42979 -0.12
```

Gap between HOMO and LUMO: 0.40008 Ha
SMILES string: C[Si@@H](N)Cl



Density functional theory data (ωB97M-V/def2-TZVPD) for one molecule with the formula C5H10O at a distorted geometry.

```
16
Properties=species:S:1:pos:R:3:mulliken_charge:R:1
O -1.69836 0.11064 1.57951 -0.56
C 0.16007 -0.06499 -0.19722 1.39
C 0.21629 1.25313 0.52526 -0.82
C -0.88145 -0.41988 -1.21792 -1.29
C 1.54006 -0.69470 -0.34786 -1.56
C -0.34249 0.07256 1.23885 -0.46
H 1.17574 1.70750 0.74726 0.25
H -0.55197 1.96549 0.22728 0.23
H -0.78785 -1.49230 -1.44311 0.33
H -0.79837 0.15116 -2.14739 0.27
H 0.18495 -0.70638 1.74876 0.44
H -1.86909 -0.26808 -0.76358 0.31
H 2.13212 -0.60250 0.57582 0.39
H -2.08389 0.92221 1.22636 0.36
H 2.10532 -0.17670 -1.13529 0.33
H 1.49892 -1.75715 -0.61673 0.38
```

Gap between HOMO and LUMO: 0.36139 Ha
SMILES string: CC1(C)C[C@H]1O



Density functional theory data (ωB97M-V/def2-TZVPD) for C31H47BrHoO2P2 as an isolated structure at a distorted geometry.

```
84
Properties=species:S:1:pos:R:3:lowdin_spin:R:1
Ho 0.14161 0.22925 0.28559 4.04
Br 3.40847 -0.33209 4.20580 0.00
P -0.31165 0.75178 -2.14261 0.00
P -0.08986 -2.27679 0.87469 0.00
O 1.82097 1.84041 0.51005 0.00
O 2.01664 -0.00611 1.68515 0.00
C -0.28307 -1.23929 -4.51141 0.00
C -1.19460 0.80279 3.02695 0.00
C 0.54634 -0.93589 -1.87044 0.00
C 0.64192 1.91950 4.47382 0.00
C -2.02630 1.24499 1.93231 -0.01
C -3.34910 0.65755 1.57751 0.00
C 6.08302 2.68889 3.24633 0.00
C 0.19365 4.22208 2.45137 0.00
C -0.53467 2.93371 2.44065 0.00
C 0.25915 1.76406 -3.47914 0.00
C 1.00577 -1.83926 -0.62886 0.00
C 3.68913 1.67387 2.09575 0.00
C -2.08379 0.35297 -1.75986 0.00
C -1.41122 -3.42998 0.68070 0.00
C -2.15639 -2.79406 -2.56618 0.00
C 4.23163 1.09374 3.27539 0.00
C -2.89277 -2.73060 -3.86613 0.00
C -0.08913 -2.68082 -4.83696 0.00
C -2.78162 -1.36630 -4.62674 0.00
C 5.40856 1.61568 3.82690 0.00
C -1.40578 -0.39895 3.86654 0.00
C -0.94003 -3.37595 -2.45610 0.00
C 4.35339 2.77188 1.53567 0.00
C 5.55014 3.23819 2.08025 0.00
C 2.47231 1.15845 1.40490 0.00
C -2.24961 3.47937 0.61025 0.00
C -0.02334 -3.65989 -3.60970 0.00
C -1.60406 2.56504 1.58571 0.00
C -0.28729 1.85493 3.33005 0.00
C 1.12393 -2.97018 2.00653 0.00
C -1.48439 -0.63804 -4.41496 0.00
H 1.39358 -0.94955 -2.56109 0.00
H 1.34258 1.94464 -3.35796 0.00
H -2.04815 -1.13497 3.36268 0.00
H -2.53198 -3.52984 -4.53861 0.00
H -0.10959 4.84054 1.59659 0.00
H 6.05410 4.06997 1.59728 0.00
H -1.49015 4.10796 0.12114 0.00
H -0.25157 -4.68668 -3.96031 0.00
H -0.22890 2.75628 -3.39947 0.00
H -2.67061 1.28857 -1.78882 0.00
H -1.89580 -0.10447 4.81232 0.00
H -2.76217 -2.51428 -1.69711 0.00
H -1.93599 -3.48972 1.65114 0.00
H -0.21595 -1.55047 -2.34619 0.00
H -1.59882 0.44721 -4.45366 0.00
H -1.00951 -4.41378 0.39797 0.00
H -0.68952 -3.91164 -1.53915 0.00
H 2.05077 -1.59908 -0.33584 0.00
H -2.28125 -0.11743 -0.77795 0.00
H -3.70751 1.02576 0.60797 0.00
H 0.09594 1.37322 -4.48976 0.00
H -2.88957 -1.54527 -5.71861 0.00
H 1.03073 -3.69166 -3.27026 0.00
H 0.75583 -2.79215 3.03125 0.00
H -2.50724 -0.32649 -2.51163 0.00
H -4.09429 0.95758 2.33579 0.00
H 3.93025 3.24040 0.64574 0.00
H 5.81238 1.21693 4.74282 0.00
H 0.18895 2.45565 5.32333 0.00
H 1.27669 4.04159 2.38826 0.00
H 6.99623 3.09742 3.68614 0.00
H 0.88928 -2.76504 -5.35079 0.00
H -3.96603 -2.93399 -3.65876 0.00
H 1.19048 -4.05168 1.79754 0.00
H -3.32572 -0.43996 1.55445 0.00
H -2.79618 2.91547 -0.15774 0.00
H -0.85342 -3.04320 -5.54608 0.00
H -2.96452 4.15515 1.11170 0.00
H -0.44999 -0.88039 4.11899 0.00
H 2.11011 -2.48497 1.91541 0.00
H -3.64572 -0.73680 -4.33579 0.00
H 1.55436 2.45554 4.18974 0.00
H 0.00140 4.79319 3.37283 0.00
H -2.13755 -3.08688 -0.06663 0.00
H 1.05848 -2.84449 -1.06526 0.00
H 0.93229 0.91994 4.80484 0.00
H 0.64529 -0.66303 -4.47824 0.00
```

Gap between HOMO and LUMO (spin up / spin down): 0.21871 / 0.22125 Ha
Total charge: +1
Multiplicity: 5



Ordered molecular weight results: 749.94 95.60 86.13 758.50; unit g/mol.
Ordered ΔE to the lowest compared entry with this formula, charge and spin results: 9.4 0.0 35.2 18.4; unit kcal/mol.
Ordered electronic energy results: -3585.85714 -846.22034 -271.69658 -5564.38016; unit hartree.